No. 1
C6H9FN2 in the gas phase at a distorted geometry, computed with ωB97M-V/def2-TZVPD.

Structure (XYZ):
```
18
C6H9FN2 | the Open Molecules 2025 dataset | ωB97M-V/def2-TZVPD
C -1.214 0.699 0.907
C -0.868 1.951 0.692
C -0.984 -0.206 -1.440
C -0.853 -0.430 -0.027
C -0.841 -1.787 0.518
C 2.459 0.223 -0.483
N 1.360 0.060 -1.491
N 0.244 -0.149 -1.041
F -1.365 2.834 1.518
H -1.580 0.342 1.861
H -1.488 -0.123 -2.327
H -0.229 2.408 -0.075
H 0.025 -2.009 1.047
H -1.004 -2.536 -0.291
H -1.658 -1.903 1.097
H 3.457 -0.137 -0.704
H 2.457 1.173 -0.109
H 2.083 -0.410 0.347
```

Properties
* total energy: -12059.5130 eV
* lowest unoccupied orbital energy: 0.95 eV
* gap between HOMO and LUMO: 8.376 eV
* HOMO: -7.4 eV
* relative energy (zero: lowest compared OMol25 entry of this formula, charge and spin): 504.1 kJ/mol

Population analysis type Mulliken, resulting atomic charges in e:
1 C -0.722
2 C -0.028
3 C -1.235
4 C 1.728
5 C -1.592
6 C -0.648
7 N -1.264
8 N 0.882
9 F -0.257
10 H 0.319
11 H 0.429
12 H 0.371
13 H 0.308
14 H 0.371
15 H 0.565
16 H 0.307
17 H 0.294
18 H 0.172

No. 2
C6H9FO in the gas phase at a distorted geometry, computed with ωB97M-V/def2-TZVPD.

Structure (XYZ):
```
17
C6H9FO | the Open Molecules 2025 dataset | ωB97M-V/def2-TZVPD
C -1.557 -1.461 0.547
C -1.919 -0.670 -0.462
O -1.493 0.533 -1.037
C -0.332 0.842 -0.491
C -0.466 1.675 0.585
C 0.839 -0.085 -0.772
C 2.057 -0.032 0.316
F 3.201 -0.500 -0.519
H -2.155 -2.283 1.004
H -0.476 -1.329 1.093
H -2.736 -0.734 -1.152
H 0.443 2.094 0.983
H -1.331 2.373 0.732
H 0.221 -1.108 -1.062
H 1.404 0.458 -1.690
H 1.861 -0.814 1.199
H 2.437 1.040 0.726
```

Properties
* total energy: -11127.9970 eV
* lowest unoccupied orbital energy: 0.95 eV
* gap between HOMO and LUMO: 10.345 eV
* SMILES: C=COC(=C)CCF
* HOMO: -9.4 eV
* relative energy (zero: lowest compared OMol25 entry of this formula, charge and spin): 396.9 kJ/mol

Population analysis type Mulliken, resulting atomic charges in e:
1 C -0.348
2 C -0.283
3 O -0.367
4 C 0.290
5 C -0.717
6 C -0.373
7 C -0.149
8 F -0.328
9 H 0.296
10 H 0.053
11 H 0.369
12 H 0.234
13 H 0.274
14 H 0.364
15 H 0.239
16 H 0.209
17 H 0.238